[1]
A cluster of 3 separate species, C2H9NO4 in total at a distorted geometry. Source: the OMol25 dataset; level of theory: wB97M-V/def2-TZVPD.

```
16
Properties=species:S:1:pos:R:3
O -0.64 0.21 -0.55
C 0.38 -0.37 -0.36
O 0.83 -1.32 -1.17
C 1.28 -0.33 0.85
N 0.78 0.27 2.03
H 0.25 -1.26 -2.03
H 1.70 -1.47 1.09
H 2.35 0.06 0.54
H 0.59 1.21 2.01
H 0.06 -0.25 2.51
H -1.16 1.31 0.70
H -1.16 2.78 0.79
O -1.15 2.00 1.37
H -1.46 -0.17 -2.48
H -1.57 -1.65 -2.40
O -1.06 -1.02 -2.90
```

Summary:
Total energy   -11890.778 eV
2S+1   2
Orbital gap (spin up / spin down)   12.23 / 6.68 eV
ΔE to the lowest compared entry with this formula, charge and spin   0.662 eV
Strongest force on any atom   5.77 eV/Å
Total charge   +1
<S²>   0.75

Results of the Löwdin charge analysis, in e, for atoms 1 through 8:
1 O 0.113
2 C -0.511
3 O 0.121
4 C -0.078
5 N 0.327
6 H 0.116
7 H 0.223
8 H 0.202

---

[2]
A structure of composition C36H39O6PSi2V at a distorted geometry. Source: the OMol25 dataset; level of theory: wB97M-V/def2-TZVPD.

```
85
Properties=species:S:1:pos:R:3
V 0.99 -0.37 0.98
O -0.32 -2.06 4.41
C 0.17 -1.56 3.39
O -0.41 -1.48 2.26
C 1.67 -1.13 3.51
C 2.50 -2.21 2.80
C 3.96 -1.81 2.76
C 4.17 -0.63 1.79
C 2.94 0.27 1.75
O 2.03 -2.40 1.46
C 2.19 0.32 3.09
C 1.08 1.39 3.01
O 0.78 2.06 4.00
O 0.53 1.53 1.85
H 1.86 -1.24 4.58
H 2.37 -3.15 3.36
H 4.59 -2.67 2.50
H 4.24 -1.52 3.78
H 4.37 -1.04 0.80
H 5.09 -0.11 2.11
H 3.21 1.28 1.44
H 2.80 0.65 3.94
C 0.18 -4.64 1.58
Si 1.72 -3.89 0.81
C 3.21 -4.96 1.26
C 1.61 -3.92 -1.07
C 1.69 -5.23 -1.56
C 1.74 -5.53 -2.91
C 1.73 -4.48 -3.82
C 1.61 -3.18 -3.35
C 1.51 -2.85 -1.99
Si 1.01 -1.01 -1.55
C 2.11 0.01 -2.76
C -0.66 -1.03 -2.53
H 0.29 -5.72 1.73
H -0.69 -4.46 0.95
H -0.02 -4.16 2.54
H 3.14 -5.96 0.84
H 3.29 -5.06 2.35
H 4.12 -4.50 0.89
H 1.72 -6.07 -0.86
H 1.80 -6.55 -3.25
H 1.79 -4.67 -4.88
H 1.56 -2.37 -4.08
H 1.86 -0.16 -3.82
H 3.17 -0.21 -2.61
H 1.95 1.07 -2.54
H -0.52 -1.26 -3.59
H -1.15 -0.06 -2.44
H -1.34 -1.78 -2.10
O -0.08 2.42 -1.17
P -1.47 2.84 -0.87
C -2.60 1.54 -0.33
C -2.12 0.69 0.66
C -2.90 -0.33 1.16
C -4.19 -0.50 0.68
C -4.70 0.36 -0.29
C -3.90 1.38 -0.80
C -1.56 4.04 0.47
C -0.38 4.22 1.20
C -0.39 5.02 2.33
C -1.55 5.67 2.72
C -2.73 5.48 2.00
C -2.74 4.66 0.89
C -2.26 3.54 -2.36
C -2.84 4.80 -2.44
C -3.38 5.25 -3.64
C -3.34 4.45 -4.77
C -2.75 3.19 -4.70
C -2.21 2.74 -3.50
H -1.13 0.85 1.06
H -2.48 -0.98 1.92
H -4.81 -1.30 1.06
H -5.71 0.22 -0.67
H -4.29 2.03 -1.58
H 0.49 3.64 0.92
H 0.51 5.10 2.93
H -1.56 6.29 3.61
H -3.65 5.96 2.33
H -3.67 4.46 0.37
H -2.86 5.44 -1.57
H -3.82 6.24 -3.69
H -3.76 4.80 -5.70
H -2.71 2.56 -5.57
H -1.74 1.77 -3.45
```

Summary:
Total energy   -100986.465 eV
2S+1   4
Orbital gap (spin up / spin down)   4.13 / 5.16 eV
ΔE to the lowest compared entry with this formula, charge and spin   0.287 eV
Strongest force on any atom   1.06 eV/Å
Total charge   -2
<S²>   3.77

Results of the Löwdin charge analysis, in e, for atoms 1 through 8:
1 V 0.675
2 O -0.009
3 C -0.617
4 O -0.124
5 C -0.127
6 C -0.322
7 C -0.148
8 C -0.227

---

[3]
A cluster of 3 separate species, C4H12O3 in total at a distorted geometry. Source: the OMol25 dataset; level of theory: wB97M-V/def2-TZVPD.

```
19
Properties=species:S:1:pos:R:3
C 0.24 1.16 0.61
C -0.48 0.44 -0.46
C 0.22 0.78 -1.79
C -1.91 1.11 -0.53
O 1.39 0.91 0.84
H -0.46 1.95 1.19
H -0.57 -0.69 -0.33
H -0.19 0.40 -2.70
H 1.24 0.30 -1.79
H 0.40 1.84 -1.94
H -2.29 0.83 -1.62
H -2.10 2.09 -0.49
H -2.67 0.57 0.11
H -0.44 -3.42 1.29
H 0.56 -2.11 1.42
O -0.40 -2.46 1.09
H 2.82 -1.04 2.31
H 2.24 -1.08 0.96
O 2.41 -1.59 1.83
```

Summary:
Total energy   -10483.125 eV
2S+1   1
Orbital gap   10.90 eV
ΔE to the lowest compared entry with this formula, charge and spin   2.014 eV
Strongest force on any atom   11.41 eV/Å
Structure (SMILES)   CC(C)C=O.O.O

Results of the Löwdin charge analysis, in e, for atoms 1 through 8:
1 C -0.259
2 C -0.363
3 C -0.084
4 C -0.087
5 O 0.042
6 H 0.167
7 H 0.140
8 H 0.065

---

Please write out number 2 again, unchanged.
A structure of composition C36H39O6PSi2V at a distorted geometry. Source: the OMol25 dataset; level of theory: wB97M-V/def2-TZVPD.

```
85
Properties=species:S:1:pos:R:3
V 0.99 -0.37 0.98
O -0.32 -2.06 4.41
C 0.17 -1.56 3.39
O -0.41 -1.48 2.26
C 1.67 -1.13 3.51
C 2.50 -2.21 2.80
C 3.96 -1.81 2.76
C 4.17 -0.63 1.79
C 2.94 0.27 1.75
O 2.03 -2.40 1.46
C 2.19 0.32 3.09
C 1.08 1.39 3.01
O 0.78 2.06 4.00
O 0.53 1.53 1.85
H 1.86 -1.24 4.58
H 2.37 -3.15 3.36
H 4.59 -2.67 2.50
H 4.24 -1.52 3.78
H 4.37 -1.04 0.80
H 5.09 -0.11 2.11
H 3.21 1.28 1.44
H 2.80 0.65 3.94
C 0.18 -4.64 1.58
Si 1.72 -3.89 0.81
C 3.21 -4.96 1.26
C 1.61 -3.92 -1.07
C 1.69 -5.23 -1.56
C 1.74 -5.53 -2.91
C 1.73 -4.48 -3.82
C 1.61 -3.18 -3.35
C 1.51 -2.85 -1.99
Si 1.01 -1.01 -1.55
C 2.11 0.01 -2.76
C -0.66 -1.03 -2.53
H 0.29 -5.72 1.73
H -0.69 -4.46 0.95
H -0.02 -4.16 2.54
H 3.14 -5.96 0.84
H 3.29 -5.06 2.35
H 4.12 -4.50 0.89
H 1.72 -6.07 -0.86
H 1.80 -6.55 -3.25
H 1.79 -4.67 -4.88
H 1.56 -2.37 -4.08
H 1.86 -0.16 -3.82
H 3.17 -0.21 -2.61
H 1.95 1.07 -2.54
H -0.52 -1.26 -3.59
H -1.15 -0.06 -2.44
H -1.34 -1.78 -2.10
O -0.08 2.42 -1.17
P -1.47 2.84 -0.87
C -2.60 1.54 -0.33
C -2.12 0.69 0.66
C -2.90 -0.33 1.16
C -4.19 -0.50 0.68
C -4.70 0.36 -0.29
C -3.90 1.38 -0.80
C -1.56 4.04 0.47
C -0.38 4.22 1.20
C -0.39 5.02 2.33
C -1.55 5.67 2.72
C -2.73 5.48 2.00
C -2.74 4.66 0.89
C -2.26 3.54 -2.36
C -2.84 4.80 -2.44
C -3.38 5.25 -3.64
C -3.34 4.45 -4.77
C -2.75 3.19 -4.70
C -2.21 2.74 -3.50
H -1.13 0.85 1.06
H -2.48 -0.98 1.92
H -4.81 -1.30 1.06
H -5.71 0.22 -0.67
H -4.29 2.03 -1.58
H 0.49 3.64 0.92
H 0.51 5.10 2.93
H -1.56 6.29 3.61
H -3.65 5.96 2.33
H -3.67 4.46 0.37
H -2.86 5.44 -1.57
H -3.82 6.24 -3.69
H -3.76 4.80 -5.70
H -2.71 2.56 -5.57
H -1.74 1.77 -3.45
```

Summary:
Total energy   -100986.465 eV
2S+1   4
Orbital gap (spin up / spin down)   4.13 / 5.16 eV
ΔE to the lowest compared entry with this formula, charge and spin   0.287 eV
Strongest force on any atom   1.06 eV/Å
Total charge   -2
<S²>   3.77

Results of the Löwdin charge analysis, in e, for atoms 1 through 8:
1 V 0.675
2 O -0.009
3 C -0.617
4 O -0.124
5 C -0.127
6 C -0.322
7 C -0.148
8 C -0.227